# 1
{
  "formula": "C33H57AlNP2Si",
  "method": "ωB97M-V/def2-TZVPD",
  "species": ["Al", "C", "C", "C", "C", "C", "C", "H", "H", "H", "C", "H", "H", "H", "C", "H", "H", "H", "C", "H", "H", "H", "C", "H", "H", "H", "C", "C", "C", "C", "C", "C", "C", "C", "H", "H", "H", "H", "H", "H", "H", "H", "H", "H", "H", "H", "P", "P", "C", "C", "H", "H", "H", "H", "C", "H", "H", "H", "C", "H", "H", "H", "C", "H", "H", "H", "C", "H", "H", "H", "C", "Si", "C", "C", "N", "C", "C", "C", "C", "C", "C", "H", "H", "H", "H", "H", "H", "H", "H", "H", "H", "H", "H", "H", "H"],
  "coordinates": [[0.08, 2.11, 0.48], [1.35, 0.64, 3.13], [2.23, 1.11, 2.14], [0.39, 2.57, 2.25], [0.26, 1.49, 3.24], [1.73, 2.36, 1.65], [1.59, -0.46, 4.10], [2.60, -0.89, 4.05], [0.86, -1.28, 4.03], [1.46, -0.03, 5.12], [-0.75, 1.46, 4.34], [-1.07, 0.42, 4.55], [-1.66, 2.01, 4.03], [-0.41, 1.93, 5.29], [-0.37, 3.85, 2.26], [-0.22, 4.43, 3.19], [-1.43, 3.59, 2.15], [-0.08, 4.44, 1.40], [2.51, 3.41, 0.93], [3.12, 4.01, 1.64], [1.83, 4.13, 0.44], [3.21, 2.93, 0.22], [3.62, 0.71, 2.05], [4.09, 1.23, 2.89], [4.13, 1.02, 1.13], [3.78, -0.36, 2.22], [0.35, -1.12, 0.33], [1.45, -1.84, 0.64], [2.61, -2.08, -0.27], [3.06, -1.12, -1.47], [2.80, 0.34, -1.49], [1.56, 0.94, -1.62], [0.35, 0.15, -2.02], [-0.11, -0.97, -1.08], [2.39, -3.05, -0.78], [2.67, -1.54, -2.42], [3.48, -2.29, 0.38], [0.10, -1.96, -1.56], [-0.38, -0.89, 1.15], [1.60, -2.25, 1.67], [-1.22, -0.89, -1.02], [-0.50, 0.79, -2.28], [1.73, 1.88, -2.18], [0.68, -0.25, -3.11], [4.18, -1.20, -1.45], [3.66, 1.01, -1.34], [0.13, -0.99, -4.69], [0.38, 2.12, -4.80], [0.15, -0.19, -6.39], [-0.38, 1.23, -6.27], [-0.48, -0.83, -7.03], [1.17, -0.22, -6.79], [-0.19, 1.78, -7.19], [-1.47, 1.24, -6.13], [-0.45, 3.70, -5.34], [0.00, 4.54, -4.79], [-1.53, 3.58, -5.14], [-0.32, 3.84, -6.43], [2.02, 2.38, -5.60], [1.95, 2.52, -6.68], [2.69, 1.54, -5.41], [2.47, 3.28, -5.18], [-1.58, -1.48, -4.44], [-1.67, -1.92, -3.44], [-1.82, -2.23, -5.20], [-2.25, -0.62, -4.53], [1.16, -2.47, -4.96], [2.07, -2.18, -5.53], [0.56, -3.19, -5.54], [1.42, -2.90, -3.99], [-2.95, 0.80, 1.26], [-3.57, -0.57, 2.39], [-4.39, 0.20, 3.89], [-4.85, -1.58, 1.49], [-2.22, -1.52, 2.80], [-1.75, -2.43, 3.63], [-1.98, -2.41, 5.04], [-1.44, -3.36, 5.88], [-0.62, -4.37, 5.36], [-0.33, -4.43, 3.97], [-0.89, -3.47, 3.13], [-3.74, 1.56, 1.08], [-2.60, 0.40, 0.29], [-2.09, 1.31, 1.72], [-5.44, 0.42, 3.66], [-4.36, -0.47, 4.76], [-3.91, 1.14, 4.20], [-4.47, -1.97, 0.54], [-5.14, -2.47, 2.08], [-5.77, -1.00, 1.28], [-2.61, -1.60, 5.43], [-1.66, -3.32, 6.95], [-0.19, -5.13, 6.03], [0.32, -5.22, 3.58], [-0.70, -3.49, 2.06]],
  "charge": 1,
  "homo_lumo_gap_ev": [4.363, 5.430],
  "lumo_energy_ev": [-4.773, -3.777],
  "homo_ev": [-9.14, -9.21]
}

=====

# 2
{
  "formula": "C33H57N2O6P",
  "method": "ωB97M-V/def2-TZVPD",
  "species": ["C", "C", "C", "C", "P", "C", "C", "O", "C", "C", "O", "C", "C", "C", "C", "C", "C", "C", "O", "O", "H", "H", "H", "H", "H", "H", "H", "H", "H", "H", "H", "H", "H", "H", "H", "H", "H", "H", "H", "H", "H", "C", "C", "C", "C", "C", "C", "N", "O", "C", "C", "C", "H", "H", "H", "H", "H", "H", "H", "H", "H", "H", "H", "H", "H", "H", "H", "H", "H", "H", "C", "C", "C", "C", "C", "C", "N", "O", "C", "C", "C", "H", "H", "H", "H", "H", "H", "H", "H", "H", "H", "H", "H", "H", "H", "H", "H", "H", "H"],
  "coordinates": [[-4.39, 3.17, 2.69], [-4.60, 1.73, 2.06], [-3.27, 1.19, 1.34], [-3.63, -0.12, 0.53], [-1.83, 1.02, 2.51], [-0.80, -0.51, 2.29], [-1.60, -1.86, 2.46], [-0.89, -2.83, 3.24], [-0.79, 2.58, 2.39], [0.29, 2.53, 1.26], [1.42, 2.17, 1.57], [0.06, 2.93, -0.21], [-1.19, 3.49, -0.74], [-1.35, 3.83, -2.17], [-0.26, 3.65, -3.15], [1.02, 3.12, -2.61], [1.17, 2.77, -1.19], [-2.45, 0.97, 4.31], [-3.47, 0.35, 4.64], [-1.73, 1.59, 5.19], [-5.19, 3.42, 3.44], [-4.38, 3.95, 1.88], [-3.39, 3.26, 3.21], [-5.04, 0.99, 2.77], [-5.35, 1.85, 1.22], [-3.02, 1.98, 0.57], [-2.67, -0.63, 0.20], [-4.18, 0.15, -0.41], [-4.20, -0.89, 1.13], [-0.19, -0.51, 1.33], [-0.03, -0.49, 3.12], [-2.63, -1.63, 2.85], [-1.75, -2.31, 1.43], [-1.44, -3.64, 3.18], [-1.41, 3.50, 2.25], [-0.23, 2.63, 3.38], [-2.07, 3.69, -0.09], [-2.33, 4.24, -2.51], [-0.39, 3.89, -4.23], [1.86, 2.98, -3.33], [2.18, 2.38, -0.89], [4.43, -0.77, 6.49], [4.94, -1.78, 5.44], [4.75, -1.21, 4.03], [3.30, -1.21, 3.55], [2.69, -2.60, 3.70], [2.84, -3.18, 5.11], [4.23, -3.09, 5.63], [4.95, -4.03, 5.01], [1.87, -2.45, 6.07], [2.31, -4.63, 5.11], [6.45, -1.89, 5.73], [4.14, -1.26, 7.42], [5.21, -0.05, 6.76], [3.59, -0.17, 6.14], [5.35, -1.79, 3.31], [5.14, -0.19, 3.99], [2.72, -0.47, 4.10], [3.27, -0.91, 2.50], [1.63, -2.56, 3.42], [3.16, -3.27, 2.97], [2.02, -2.78, 7.10], [0.83, -2.67, 5.81], [1.95, -1.37, 6.04], [2.82, -5.26, 4.38], [1.25, -4.65, 4.84], [2.41, -5.09, 6.10], [6.64, -2.30, 6.72], [6.92, -0.91, 5.67], [6.97, -2.51, 5.00], [-0.83, -1.92, -6.36], [-1.43, -0.64, -5.71], [-2.85, -0.39, -6.26], [-2.86, 0.14, -7.68], [-1.97, 1.37, -7.81], [-0.54, 1.13, -7.30], [-0.51, 0.52, -5.94], [-0.83, 1.46, -5.06], [0.23, 0.24, -8.30], [0.23, 2.47, -7.34], [-1.55, -1.00, -4.21], [0.26, -1.89, -6.34], [-1.12, -2.82, -5.81], [-1.17, -2.07, -7.38], [-3.37, 0.32, -5.61], [-3.43, -1.32, -6.22], [-2.55, -0.63, -8.39], [-3.88, 0.41, -7.96], [-1.94, 1.69, -8.86], [-2.43, 2.20, -7.26], [1.22, -0.02, -7.91], [0.38, 0.77, -9.24], [-0.29, -0.68, -8.56], [-0.26, 3.26, -6.76], [0.30, 2.84, -8.37], [1.25, 2.35, -6.97], [-0.56, -1.19, -3.77], [-2.15, -1.91, -4.09], [-2.04, -0.23, -3.63]],
  "s_squared": 2.01,
  "multiplicity": 3,
  "homo_lumo_gap_ev": [7.964, 8.206],
  "lumo_energy_ev": [-0.510, -0.559],
  "homo_ev": [-8.47, -8.76]
}

=====

| no. | calculated total energy (eV) |
| --- | --- |
| 1 | -69677.338 |
| 2 | -59693.365 |